Record 1
46
Properties=species:S:1:pos:R:3:forces:R:3:nbo_charge:R:1 method="wB97M-V/def2-TZVPD" homo_lumo_gap_ev="4.73 / 6.19" s2=3.813 energy_ha=-2440.57798 molar_mass_g_mol=319.50 total_charge=+3 multiplicity=4
Cr -0.17508 0.01005 0.25080 -2.72 -0.19 -1.08 1.346
S -1.13568 2.29075 0.08170 0.55 0.57 -1.18 0.312
S -1.01478 -2.29225 0.21070 0.39 -0.68 -1.37 0.309
C -2.95718 2.35025 -0.04480 0.16 -0.71 0.30 -0.724
C -0.64998 2.40055 -1.68830 0.16 0.09 0.06 -0.522
C -0.97288 1.15755 -2.48710 -0.33 0.35 -0.13 -0.245
N -0.29638 -0.04535 -1.95330 0.57 0.05 1.05 -0.685
C -0.91178 -1.30675 -2.42120 -0.33 -0.37 -0.09 -0.245
C -0.53398 -2.48745 -1.55490 0.17 -0.17 0.07 -0.522
H 0.41972 2.60135 -1.67390 0.14 0.11 -0.01 0.254
H -1.13488 3.26975 -2.12800 -0.03 0.11 0.05 0.296
H -0.71588 1.32355 -3.53660 0.05 -0.05 0.03 0.268
H -2.04338 0.97075 -2.45440 -0.12 -0.05 -0.06 0.218
H -0.64288 -1.51825 -3.45950 0.05 0.05 0.02 0.269
H -1.98998 -1.17045 -2.40080 -0.12 0.04 -0.06 0.220
H 0.54292 -2.64435 -1.53580 0.15 -0.11 -0.02 0.253
H -0.98688 -3.39955 -1.93850 -0.01 -0.11 0.04 0.296
C -2.83538 -2.42325 0.10050 0.12 0.69 0.27 -0.716
H 0.66762 -0.02945 -2.27230 0.25 0.01 -0.25 0.417
H -3.26028 -1.64265 -0.52120 -0.04 0.03 -0.13 0.232
H -3.21108 -2.31455 1.11250 -0.14 -0.12 0.13 0.258
H -3.10958 -3.40345 -0.27740 0.24 -0.18 -0.02 0.300
H -3.33598 2.29435 0.97040 -0.15 0.17 0.16 0.257
H -3.35148 1.51655 -0.61570 -0.05 -0.04 -0.15 0.232
H -3.26428 3.29325 -0.48680 0.22 0.18 -0.02 0.303
C 5.20452 0.22425 -1.56780 -0.37 -0.04 -0.26 -0.369
C 5.28612 0.27915 -0.24780 -0.45 0.01 0.35 -0.433
H 5.13852 1.11885 -2.17390 0.13 0.05 0.01 0.209
H 5.20022 -0.71775 -2.10130 0.14 -0.04 0.01 0.207
H 5.29032 1.22115 0.28570 0.16 0.09 -0.02 0.203
H 5.35212 -0.61545 0.35830 0.19 -0.10 -0.01 0.198
N 1.62322 0.06225 1.08220 0.51 0.84 -0.83 -0.839
C 1.47742 -0.75135 2.28410 -0.21 -0.97 1.50 -0.254
C 0.61122 -0.08085 3.37440 0.08 -0.05 0.41 -0.454
C -0.63738 0.69275 2.89210 0.91 1.12 1.49 -0.258
N -1.39638 -0.01645 1.85980 -0.74 -0.78 1.00 -0.838
H 1.94572 1.02855 1.31640 0.13 -0.91 -0.37 0.431
H 2.30122 -0.39835 0.43290 -0.06 0.79 0.53 0.434
H 0.99102 -1.69875 1.98150 0.42 0.26 0.08 0.211
H 2.46772 -1.01775 2.71420 -0.58 0.17 -0.32 0.289
H 0.31272 -0.88255 4.08420 0.26 0.50 -0.33 0.269
H 1.22992 0.64865 3.94150 -0.42 -0.48 -0.22 0.275
H -1.28058 0.92865 3.76930 0.42 -0.14 -0.55 0.277
H -0.28798 1.65585 2.47870 -0.39 -0.28 0.20 0.211
H -2.30128 0.46575 1.68980 0.63 -0.50 0.16 0.428
H -1.62898 -0.94755 2.26940 0.02 0.82 -0.45 0.421

***

Record 2
55
Properties=species:S:1:pos:R:3:forces:R:3:nbo_charge:R:1 method="wB97M-V/def2-TZVPD" homo_lumo_gap_ev="6.01 / 4.38" s2=0.754 energy_ha=-1692.19783 molar_mass_g_mol=417.34 total_charge=-1 multiplicity=2
N 17.53487 22.74124 -30.94430 1.88 -0.25 -0.20 -0.971
H 16.55070 22.83571 -31.15065 -3.55 -0.05 -0.56 0.474
H 17.84032 23.68923 -30.77659 0.43 0.94 0.06 0.462
H 17.93020 22.34155 -31.78338 0.37 0.12 -0.10 0.415
H 17.64943 22.12336 -30.15360 -0.07 0.13 0.03 0.408
O 14.98852 22.75431 -31.49635 0.20 -0.62 0.60 -1.260
H 14.63003 22.28764 -30.71646 0.03 0.26 -0.55 0.382
C 18.56412 26.04797 -30.46984 -2.61 -1.31 -3.44 0.281
O 19.33888 24.86173 -30.38779 2.00 -1.08 0.49 -0.595
O 17.35084 25.66087 -31.10787 2.50 1.74 2.90 -0.901
C 18.66740 26.68640 -29.03768 0.44 -2.45 -0.84 0.923
F 17.76111 27.56903 -28.78569 -1.38 2.33 -0.05 -0.322
F 18.49320 25.76906 -28.07267 0.10 -0.96 0.58 -0.352
F 19.89369 27.21807 -28.79316 -0.03 0.30 -0.30 -0.354
C 20.32568 24.58624 -31.41198 -0.37 0.61 2.05 -0.063
C 21.06736 23.34178 -30.94693 -0.38 -0.66 -0.40 -0.622
H 21.74327 23.47802 -30.10273 0.18 0.48 -0.25 0.206
H 20.39531 22.56212 -30.58835 -0.45 0.10 -0.17 0.205
H 21.57116 22.89309 -31.80307 0.45 0.03 0.06 0.192
H 21.03220 25.41598 -31.39008 0.11 0.22 -0.38 0.166
H 19.88776 24.50874 -32.40713 -0.24 -0.19 0.01 0.181
H 19.11469 26.69169 -31.15584 0.33 0.92 0.10 0.103
C 14.32632 27.69078 -29.22426 1.12 -2.15 -0.74 0.199
O 14.40467 26.24401 -29.19368 -1.27 1.90 0.01 -0.506
O 14.06400 28.01021 -30.56235 -0.06 0.50 2.91 -0.189
C 13.51761 28.40813 -28.03631 -0.42 -0.07 -0.30 0.942
F 13.49963 29.76963 -28.21311 0.05 -1.43 0.15 -0.329
F 12.26275 27.95088 -27.99231 -0.17 0.35 -0.22 -0.320
F 13.99714 28.17886 -26.76300 0.24 0.24 -1.66 -0.333
C 14.83890 25.54031 -28.03993 0.34 -0.16 -0.73 -0.083
C 15.13309 24.17204 -28.58229 -0.70 -1.53 0.43 -0.611
H 14.29224 23.76680 -29.14519 0.14 0.49 -0.60 0.240
H 16.05197 24.08946 -29.16275 -0.31 0.46 -0.16 0.247
H 15.17279 23.42215 -27.79224 0.41 0.09 0.69 0.163
H 14.03265 25.57814 -27.30738 0.21 -0.21 0.38 0.158
H 15.79894 25.88575 -27.65642 -0.13 0.75 0.31 0.176
H 15.36081 27.94532 -28.99377 0.52 0.91 -0.45 0.233
C 16.18356 19.45105 -31.53248 0.00 -0.33 -0.71 -0.245
O 15.56438 19.58249 -32.83386 0.29 -0.01 0.78 -0.706
H 17.19838 19.84883 -31.53085 -0.07 0.42 0.01 0.164
H 15.57314 19.93718 -30.77145 0.02 0.13 -0.39 0.202
H 16.29900 18.39244 -31.29983 -0.22 -0.26 0.24 0.135
H 16.06033 19.00378 -33.41758 0.00 -0.02 -0.07 0.443
C 19.34712 21.03577 -34.06906 -0.26 -0.34 0.29 -0.249
O 18.22899 21.50899 -33.28793 1.26 -0.43 -1.13 -0.741
H 19.25936 21.20631 -35.14206 -0.23 0.34 0.05 0.173
H 20.29105 21.46253 -33.72999 -0.23 0.36 0.16 0.178
H 19.45931 19.95798 -33.95121 -0.15 -0.20 0.12 0.159
H 17.48446 21.66290 -33.87410 -0.34 0.03 0.13 0.503
C 18.54501 21.73398 -27.84857 1.08 0.55 1.74 -0.241
O 17.50427 21.43026 -28.67259 -1.50 -1.42 -0.76 -0.725
H 19.48044 21.64370 -28.40076 -0.05 0.26 0.00 0.181
H 18.40237 22.72966 -27.42860 0.46 0.34 -0.13 0.181
H 18.60268 21.06830 -26.98739 0.12 -0.34 0.07 0.152
H 16.70393 21.22983 -28.18178 -0.06 0.18 -0.04 0.489

***

Record 3
65
Properties=species:S:1:pos:R:3:forces:R:3:nbo_charge:R:1 method="wB97M-V/def2-TZVPD" homo_lumo_gap_ev=2.40 energy_ha=-2272.31328 molar_mass_g_mol=907.57 total_charge=+2 multiplicity=1
Tl -3.72557 18.58670 4.24803 0.45 -0.03 -0.07 0.970
Tl -6.45450 17.62434 8.38516 1.41 1.26 0.11 1.358
B -3.64589 18.20809 7.27845 -0.23 -1.70 0.95 -0.736
H -4.17426 17.36928 6.85246 -2.07 -3.45 -2.17 0.029
H -3.67769 18.13884 8.35476 0.14 0.80 4.37 0.051
H -2.64441 18.15575 6.88028 4.06 -0.26 -1.39 0.121
H -4.20167 19.05223 6.90060 -3.14 4.16 -1.67 0.128
B -6.50305 18.72864 5.51673 0.19 2.14 0.53 -0.619
H -6.79652 18.73215 4.47841 -0.31 -0.80 -4.57 0.141
H -5.93042 19.63259 5.65534 1.25 3.98 0.61 0.033
H -7.34405 18.68232 6.19111 -2.97 -0.41 3.72 0.052
H -5.87779 17.86449 5.67964 2.21 -5.92 -0.10 0.095
B -5.71761 17.84518 11.29789 -0.70 -2.48 -2.78 -0.568
H -4.91753 18.23027 10.68485 5.35 0.25 -1.91 0.094
H -6.03885 16.90447 10.87823 -0.93 -3.18 -1.35 0.010
H -5.41342 17.93322 12.32937 1.35 2.33 4.43 0.252
H -6.53652 18.50798 11.06480 -5.54 2.59 0.86 0.134
C -3.82099 13.63639 5.74541 1.17 -1.89 -0.05 -0.648
C -4.65966 14.92435 5.63701 -1.92 4.18 1.47 0.739
O -5.57864 15.18185 6.47898 0.58 -2.27 0.51 -0.433
O -4.31160 15.82758 4.85452 1.52 -1.06 -1.35 -0.388
H -2.89570 13.72683 6.31440 -0.10 1.27 0.27 0.267
H -3.41177 13.28498 4.79823 -0.68 0.43 -0.43 0.286
H -4.27917 12.78567 6.24983 -0.94 0.46 -0.26 0.268
C -1.07985 18.17072 9.63602 -0.23 1.56 -3.45 -0.136
C -1.10314 17.61519 10.94224 0.30 -2.32 2.03 0.416
O -0.69392 18.62932 11.76857 -0.04 0.24 1.34 -0.456
C 0.00353 19.49403 11.02836 2.59 2.59 0.79 0.948
O 0.76477 20.35594 11.38242 -1.07 -0.89 0.62 -0.502
O -0.19377 19.28661 9.75363 -1.05 -0.92 -1.87 -0.425
F -0.13471 16.61244 10.95672 -0.45 -0.08 0.52 -0.347
H -2.07373 18.51207 9.34658 -0.13 0.33 -0.10 0.218
H -0.71775 17.54850 8.81759 -0.07 -0.20 0.34 0.245
H -2.05555 17.24324 11.31997 0.19 -0.32 -0.10 0.178
C -5.51473 23.37862 6.66655 -0.57 1.63 1.07 -0.132
C -6.45026 24.00076 7.76771 1.27 0.00 -0.55 0.448
O -6.74448 22.79018 8.55397 -0.28 1.38 0.72 -0.459
C -6.46695 21.72904 7.83702 0.87 -2.65 0.31 1.023
O -6.45186 20.52934 8.20694 -0.64 2.96 -0.42 -0.674
O -6.05890 22.11265 6.64271 -0.16 -2.95 -1.94 -0.481
F -7.58881 24.53198 7.27269 0.18 -0.71 0.02 -0.304
H -4.47238 23.23750 6.95236 0.06 0.62 0.44 0.204
H -5.52712 23.90380 5.71149 -0.51 -0.26 0.04 0.239
H -5.95820 24.79143 8.33412 -0.17 -0.53 0.62 0.197
C 0.54101 15.12094 6.14079 0.25 -0.34 -0.39 -0.484
N -0.20938 15.56320 4.92643 0.31 0.38 -1.30 0.526
O -1.18126 16.30991 5.04895 0.38 -0.62 -0.29 -0.419
O 0.30232 15.20371 3.85218 -1.54 0.78 2.05 -0.335
H 1.52203 15.46059 5.80859 0.33 -0.66 0.78 0.259
H 0.39892 14.04079 6.17540 0.60 0.00 -0.22 0.239
H 0.25706 15.50270 7.12147 -0.42 0.61 -0.58 0.238
C -3.74484 13.48032 9.45468 -0.95 -1.32 0.12 -0.483
N -3.42377 14.89285 9.47832 1.31 1.43 -2.29 0.533
O -2.29422 15.23647 9.11290 -1.24 -0.48 1.15 -0.345
O -4.34757 15.69211 9.56324 0.17 0.17 0.57 -0.371
H -4.83189 13.40305 9.47586 0.15 0.00 0.10 0.246
H -3.33347 12.91336 10.28981 0.30 0.33 -0.09 0.275
H -3.38519 13.10850 8.49525 0.19 -0.05 0.34 0.237
C 1.09709 19.96408 5.16081 2.51 0.42 -1.06 -0.524
N 0.06334 19.41765 6.02809 -1.12 1.55 -0.36 0.549
O 0.31942 18.56126 6.80470 0.69 -1.57 0.79 -0.331
O -1.03953 19.96633 5.97830 0.04 -0.18 -0.50 -0.418
H 1.17584 21.04760 5.24948 -0.62 -0.14 0.00 0.262
H 1.09081 19.66239 4.11341 -1.31 0.07 -0.04 0.258
H 2.09750 19.58861 5.37598 -0.27 -0.27 1.03 0.252

***

Record 4
65
Properties=species:S:1:pos:R:3:forces:R:3:nbo_charge:R:1 method="wB97M-V/def2-TZVPD" homo_lumo_gap_ev=5.47 energy_ha=-3484.44530 molar_mass_g_mol=684.24 total_charge=-1 multiplicity=1
C -0.30409 -0.50453 4.56062 -1.70 0.39 0.24 -0.685
C -0.41146 -0.11173 2.97191 2.90 0.51 -2.27 -0.010
Cl -2.15504 -0.04296 2.24390 1.83 -0.18 1.19 -0.126
C 0.72172 0.17168 2.04865 -4.50 -0.65 2.71 -0.482
Cl 0.34100 0.62278 0.25393 -0.02 -0.48 1.89 -0.124
Nb 2.87890 0.11296 2.77420 1.55 -1.88 0.00 1.669
C 3.42730 -1.71720 1.53727 0.13 -1.63 -1.65 -1.048
C 2.28731 -2.21401 0.46978 1.34 0.64 0.25 0.013
F 2.74104 -3.50146 -0.17657 -0.94 1.65 0.83 -0.451
P 3.52123 1.75169 0.89001 -0.87 1.15 -0.56 0.190
S 5.37991 2.34921 1.15383 0.40 0.01 0.17 -0.595
H 0.61560 -0.05291 5.12593 -1.68 -1.00 -1.62 0.280
H -1.26769 -0.03097 5.08286 2.05 -1.00 -1.24 0.240
H -0.40650 -1.67852 4.75016 0.48 2.57 -0.70 0.234
H 2.53851 1.56409 3.81724 0.20 0.29 0.12 -0.355
H 4.60765 0.21133 3.33233 -0.33 -0.05 0.37 -0.305
H 2.43786 -0.96059 4.20238 -0.48 0.33 -0.15 -0.352
H 4.40834 -1.50603 0.92542 -1.91 -0.50 1.21 0.277
H 3.66857 -2.60552 2.27887 -0.54 1.64 -1.37 0.253
H 2.20835 -1.44270 -0.43808 0.01 -1.77 2.12 0.186
H 1.25904 -2.41759 0.99044 2.04 0.28 -1.11 0.174
H 3.38441 1.13240 -0.41743 -0.33 0.62 0.55 -0.014
H 2.65838 2.93219 0.95682 0.45 -1.27 -0.60 0.027
C -0.09435 4.27761 -0.29732 -0.09 -0.23 0.29 -0.485
N 1.15535 4.93678 -0.76349 1.05 0.36 -0.10 0.523
O 2.20143 4.65145 -0.16922 -1.55 0.95 -1.22 -0.353
O 1.05092 5.72206 -1.71300 0.30 -1.00 1.20 -0.393
H 0.14527 3.61718 0.53878 0.05 0.15 -0.25 0.246
H -0.78384 5.06362 0.01747 0.11 -0.11 -0.21 0.228
H -0.49857 3.70701 -1.13591 0.03 0.20 0.13 0.239
C -3.99085 3.03814 5.23693 -0.32 -0.07 -0.04 -0.483
N -2.71494 2.47814 5.75851 1.11 -0.32 0.33 0.521
O -2.77318 1.39588 6.35364 0.23 1.47 -0.72 -0.379
O -1.69083 3.14085 5.55569 -1.55 -1.14 0.40 -0.360
H -4.80490 2.35408 5.48603 0.31 0.10 -0.02 0.229
H -4.14362 4.00891 5.71291 0.14 -0.13 -0.18 0.231
H -3.88876 3.13813 4.15444 0.07 0.07 0.22 0.244
C -0.46054 -3.04249 -0.90091 0.19 0.29 0.00 -0.494
N -1.73523 -3.16828 -1.65783 -0.61 -0.01 -0.28 0.528
O -2.21901 -2.13203 -2.12794 0.32 -1.57 0.43 -0.391
O -2.21418 -4.30385 -1.75878 0.35 1.63 -0.11 -0.392
H -0.15678 -1.99354 -0.89231 -0.23 -0.23 -0.02 0.253
H -0.64377 -3.39923 0.11469 0.02 -0.06 -0.25 0.243
H 0.28628 -3.65610 -1.40881 -0.15 -0.02 0.21 0.249
C 6.86469 -2.15280 -1.88682 0.17 -0.17 -0.22 -0.483
N 6.91382 -0.97568 -0.97821 -0.06 1.10 0.85 0.521
O 7.96262 -0.32118 -0.95597 -1.48 -0.86 0.06 -0.371
O 5.89799 -0.74188 -0.31296 1.83 -0.32 -1.24 -0.356
H 7.82137 -2.23809 -2.40657 -0.21 0.13 0.20 0.223
H 6.67970 -3.03609 -1.27211 -0.14 0.21 -0.11 0.238
H 6.05295 -1.98659 -2.59792 0.05 -0.08 0.25 0.234
C -3.32050 -2.79791 -5.01189 0.31 0.03 0.18 -0.485
N -3.96292 -2.00899 -6.09746 -0.27 0.42 -0.73 0.520
O -3.42681 -0.94075 -6.41417 -0.98 -1.37 0.22 -0.379
O -4.98731 -2.48444 -6.60113 1.34 0.89 0.57 -0.384
H -2.43428 -2.26321 -4.66353 -0.34 -0.06 -0.13 0.245
H -4.04917 -2.90317 -4.20551 0.16 -0.08 -0.19 0.246
H -3.04597 -3.76914 -5.42850 -0.22 0.13 0.09 0.235
C -5.66754 0.44381 -4.20035 0.23 -0.17 -0.23 -0.490
N -5.61841 1.62093 -3.29174 0.27 0.92 0.65 0.521
O -4.56961 2.27543 -3.26950 -1.67 -0.81 0.12 -0.362
O -6.63424 1.85473 -2.62649 1.45 -0.19 -0.85 -0.385
H -4.71086 0.35852 -4.72010 -0.22 0.16 0.18 0.243
H -5.85253 -0.43948 -3.58565 -0.12 0.21 -0.08 0.233
H -6.47928 0.61002 -4.91145 0.07 -0.08 0.23 0.236